The following is a quantum chemistry calculation of a structure of composition C55H58MnN8OS4 in a non-equilibrium geometry, from OMol25.

The geometry in XYZ format:
```
127
Properties=species:S:1:pos:R:3:forces:R:3
Mn -1.86413 -0.67166 0.63439 -1.709 2.455 0.765
C -1.87147 -2.94324 1.24887 -0.384 -0.410 0.018
C -2.29649 -3.34963 -0.16784 -0.022 0.305 0.047
N -2.58062 -2.12601 -0.96469 0.091 -0.502 0.337
C -3.91697 -1.94452 -1.52252 0.021 0.271 0.134
C -4.61192 -0.71912 -0.94546 0.104 -0.179 -0.094
C -5.85188 -0.30301 -1.40876 -0.115 -0.022 0.037
C -6.44881 0.79518 -0.81627 0.024 -0.033 0.013
C -5.79246 1.43847 0.22508 -0.128 -0.048 0.070
C -4.54881 0.97715 0.60654 0.167 0.052 0.224
C -3.72014 1.62467 1.69561 -0.011 -0.147 -0.234
N -2.78519 0.63282 2.23428 0.030 -0.466 -0.064
C -3.41082 -0.25935 3.24679 0.193 -0.108 -0.176
C -2.72314 -1.61987 3.21074 -0.209 0.104 -0.015
N -2.97627 -2.18847 1.87690 1.347 0.036 -0.113
N -3.97408 -0.07734 0.02438 0.413 0.044 -0.439
H -1.03843 -2.21517 1.15003 0.374 -1.441 0.536
H -1.52705 -3.80454 1.82499 0.076 -0.079 0.099
H -3.18635 -3.98091 -0.12554 -0.018 -0.033 -0.011
H -1.49913 -3.93855 -0.62075 0.010 0.008 -0.081
H -1.86397 -1.96686 -1.65780 0.064 -0.072 0.013
H -4.53997 -2.81991 -1.32734 -0.016 -0.043 -0.023
H -3.86647 -1.82588 -2.60656 0.019 -0.056 -0.021
H -6.34101 -0.84283 -2.21054 0.016 0.038 0.017
H -7.41716 1.14135 -1.15295 0.014 -0.002 0.008
H -6.24156 2.28208 0.73468 0.016 -0.009 -0.045
H -4.37291 2.05045 2.46263 0.020 0.027 0.033
H -3.13762 2.44267 1.26141 0.009 -0.006 0.018
H -1.98409 1.08635 2.65708 0.107 0.005 -0.118
H -4.46005 -0.38977 2.97471 -0.035 0.030 0.061
H -3.36566 0.17192 4.24902 -0.047 0.091 -0.008
H -3.07110 -2.26123 4.02397 -0.083 -0.035 -0.032
H -1.65059 -1.47811 3.32509 0.047 -0.070 0.003
H -3.82332 -2.74284 1.87970 -0.155 0.238 -0.266
N -0.19544 -0.10595 1.95133 -0.259 -0.426 -0.035
S 1.13394 -0.29784 2.50303 0.129 -0.115 -0.134
N 2.45848 0.25877 1.68554 0.039 0.074 0.161
S 3.18683 -0.48028 0.54189 -0.015 0.021 0.008
N 2.41834 -1.16825 -0.58850 0.091 0.002 -0.306
S 1.06326 -0.60812 -1.39398 0.452 -0.073 0.139
N -0.18706 -0.76385 -0.69367 -0.624 0.383 -0.293
C 1.57313 1.01351 -1.94984 0.071 -0.002 -0.155
C 1.88188 1.25771 -3.28507 0.008 0.021 0.165
C 2.29026 2.52774 -3.65931 0.016 -0.006 0.007
C 2.39915 3.53727 -2.71068 0.008 0.008 0.043
C 2.07915 3.28279 -1.38464 0.024 0.020 -0.056
C 1.65721 2.01929 -0.99981 -0.041 -0.051 -0.006
C 1.23954 -1.60076 -2.85476 0.115 -0.154 -0.137
C 2.43432 -2.20576 -3.23034 -0.182 0.008 0.013
C 2.47667 -2.92422 -4.41624 0.012 0.025 0.023
C 1.33959 -3.03209 -5.20746 0.017 -0.015 0.015
C 0.15619 -2.41487 -4.82511 -0.043 -0.016 -0.024
C 0.09985 -1.69010 -3.64442 0.043 0.041 0.060
C 4.35264 0.72446 -0.03474 -0.067 0.097 -0.036
C 5.05540 0.39794 -1.18717 0.006 0.011 -0.013
C 5.96926 1.30874 -1.68868 -0.002 0.027 0.035
C 6.17095 2.52125 -1.03771 -0.017 -0.034 -0.033
C 5.47310 2.82322 0.12324 0.019 -0.019 0.018
C 4.55249 1.92135 0.63466 -0.006 -0.012 -0.005
C 4.25826 -1.75387 1.14233 -0.006 -0.131 0.104
C 5.03622 -1.44287 2.25204 -0.022 -0.010 -0.038
C 5.90579 -2.40183 2.73993 0.026 -0.046 -0.010
C 5.98557 -3.64623 2.12181 -0.003 0.038 0.009
C 5.20893 -3.93355 1.00867 0.017 0.015 -0.015
C 4.33227 -2.98204 0.50615 0.070 0.050 -0.017
C 1.58558 -1.98282 2.90083 0.170 -0.029 0.165
C 2.19633 -2.33020 4.10213 -0.076 -0.071 -0.095
C 2.50337 -3.66266 4.34246 -0.034 0.020 0.011
C 2.21277 -4.62921 3.38969 -0.024 0.000 0.007
C 1.63306 -4.26678 2.18099 -0.042 0.016 -0.019
C 1.32157 -2.94050 1.92779 -0.001 -0.029 0.074
C 1.37541 0.57706 4.02750 0.025 0.147 0.098
C 0.47865 0.25744 5.04224 -0.008 0.030 -0.027
C 0.53622 0.94645 6.24073 0.009 0.004 -0.018
C 1.47173 1.96213 6.41232 -0.030 0.011 0.008
C 2.35911 2.27569 5.39457 0.002 -0.002 -0.026
C 2.31879 1.57947 4.19147 -0.033 -0.064 0.097
H 1.79187 0.48026 -4.02924 0.010 0.011 -0.003
H 2.52297 2.72972 -4.69684 0.000 -0.005 0.027
H 2.72731 4.52560 -3.00690 -0.015 -0.022 -0.001
H 2.15041 4.07294 -0.64717 0.009 -0.015 -0.017
H 1.38718 1.81529 0.03055 0.008 0.019 -0.028
H 3.30699 -2.11890 -2.60035 0.024 0.022 -0.031
H 3.40097 -3.39244 -4.72815 -0.023 -0.031 0.023
H 1.37733 -3.59956 -6.12834 0.010 0.029 0.006
H -0.72111 -2.48637 -5.45482 0.016 -0.003 0.007
H -0.79255 -1.14864 -3.34854 0.050 0.008 -0.053
H 4.88801 -0.55069 -1.68279 0.004 0.044 -0.027
H 6.52899 1.07204 -2.58370 -0.025 0.019 0.005
H 6.87711 3.23544 -1.44101 0.012 -0.033 0.024
H 5.64562 3.76279 0.63166 -0.021 -0.014 -0.018
H 3.98304 2.14059 1.52551 0.025 0.030 -0.042
H 4.95726 -0.46930 2.72231 0.015 -0.029 0.004
H 6.52637 -2.17956 3.59785 -0.026 -0.017 0.001
H 6.65912 -4.39711 2.51467 0.014 0.034 -0.028
H 5.28729 -4.89959 0.52745 -0.016 0.011 0.015
H 3.70934 -3.18296 -0.35495 0.017 -0.022 0.044
H 2.43017 -1.57864 4.84312 -0.010 -0.009 0.007
H 2.96207 -3.94452 5.28133 0.008 0.003 -0.026
H 2.44538 -5.66786 3.58670 0.005 0.021 0.006
H 1.42448 -5.02104 1.43153 0.029 0.025 0.010
H 0.90611 -2.63893 0.97562 -0.040 0.001 -0.036
H -0.24986 -0.53147 4.89399 0.015 0.013 0.018
H -0.14758 0.69710 7.04137 0.009 0.004 -0.011
H 1.50188 2.51313 7.34348 0.021 -0.032 -0.009
H 3.08709 3.06401 5.53433 -0.017 -0.008 -0.007
H 3.00237 1.81116 3.39083 0.018 0.011 0.006
C -6.37637 4.66667 -5.00216 0.054 -0.090 0.039
C -5.37853 3.90675 -4.16865 -0.063 0.016 -0.051
C -5.24487 4.15108 -2.80332 -0.024 -0.062 0.037
C -4.30028 3.47763 -2.04569 0.052 -0.043 -0.011
C -3.45735 2.55843 -2.65786 -0.038 0.061 0.045
C -3.59438 2.27474 -4.00724 -0.041 0.056 -0.042
C -4.55536 2.94558 -4.75095 -0.038 -0.021 0.034
S -2.15007 1.70923 -1.76106 0.137 0.157 -0.717
C -1.29230 3.18270 -1.19550 -0.028 0.057 0.075
O -1.30110 1.09606 -2.83734 -0.240 -0.028 0.300
H -7.00141 5.31101 -4.38669 -0.001 -0.002 -0.008
H -7.02300 3.98297 -5.55393 -0.003 0.017 0.012
H -5.86346 5.28988 -5.73616 -0.009 0.013 0.009
H -5.88435 4.88609 -2.32836 0.011 -0.012 -0.015
H -4.22432 3.68619 -0.98386 0.030 0.024 -0.023
H -2.92893 1.55482 -4.46545 0.003 0.029 -0.003
H -4.66162 2.72519 -5.80702 0.029 0.026 0.011
H -0.73802 3.58470 -2.04404 -0.011 0.000 0.028
H -0.62262 2.88429 -0.39169 -0.029 0.059 -0.056
H -2.01637 3.91148 -0.83360 0.021 -0.027 0.014
```
Positions in Å, forces in eV/Å.

HOMO (alpha / beta)	-0.4482 / -0.4358	hartree
expectation value of S²	0.803
net charge	+2
2S+1	2
calculated total energy	-5386.91292	Eh
energy above the lowest of the compared OMol25 structures with the same formula, charge and spin	18.8	kcal/mol
max |F|	0.0600	Eh/bohr

The following is a quantum chemistry calculation of a structure of composition C55H60FInNO3 in a non-equilibrium geometry, from OMol25.

The geometry in XYZ format:
```
121
Properties=species:S:1:pos:R:3:forces:R:3
C -0.34441 -1.33524 6.41608 -0.289 -0.338 0.626
C -1.77065 -1.94247 6.15750 -0.045 0.494 0.286
O -1.97767 -2.40167 4.80424 0.780 0.825 -0.281
C -2.05977 -1.35473 3.92088 0.393 0.294 -1.158
O -3.02713 -0.65142 3.84783 -0.642 0.186 0.484
C -0.88623 -1.06576 2.95959 1.168 -0.410 0.128
C -0.05394 -2.32258 2.53351 -0.499 -0.002 -0.643
C -0.91622 -3.59912 2.17587 0.915 0.024 -0.041
In -0.04799 -5.31722 3.36934 -1.617 0.126 -0.392
F -0.58182 -5.03010 5.36245 0.399 -0.087 -0.735
N 2.13230 -5.29415 3.30973 -0.597 0.900 -0.447
C 2.43647 -5.94123 4.26554 -0.168 -0.158 -0.311
O 2.71905 -6.63456 5.16221 0.760 -0.732 1.263
H -0.47053 -0.27603 6.74827 0.335 -0.734 -0.394
H 0.33923 -1.39984 5.54312 -0.577 0.015 0.518
H 0.12463 -1.90380 7.25496 -0.196 0.484 -0.691
H -2.51188 -1.12373 6.34245 0.318 -0.865 0.047
H -1.96703 -2.82294 6.80687 0.156 0.663 -0.602
H -1.20366 -0.46094 2.05773 -0.145 -0.816 1.169
H -0.17950 -0.39698 3.52342 -0.676 -0.344 -0.318
H 0.49406 -2.03566 1.59849 -0.167 -0.125 0.872
H 0.71673 -2.56850 3.29826 -0.526 0.375 -0.406
H -2.00696 -3.49255 2.36125 0.690 0.012 0.013
H -0.77621 -3.82153 1.08859 -0.266 0.069 0.780
H -0.70082 -6.88503 2.78670 0.371 0.262 0.331
C -4.93913 -6.01920 2.08627 -0.021 -0.046 -0.017
C -4.02554 -6.75816 2.82690 -0.017 0.056 0.070
C -3.82801 -8.10330 2.54420 -0.054 -0.046 -0.034
C -4.53767 -8.70795 1.51398 -0.012 0.051 0.037
C -5.44927 -7.96809 0.77036 -0.012 -0.006 -0.004
C -5.65326 -6.62479 1.05895 0.028 -0.012 0.013
H -5.09477 -4.97020 2.30952 0.030 -0.033 -0.002
H -3.46652 -6.28506 3.62584 0.017 -0.025 -0.051
H -3.11959 -8.67982 3.12628 0.028 0.070 -0.042
H -4.37965 -9.75670 1.29025 -0.002 0.034 0.002
H -6.00163 -8.43966 -0.03474 0.017 0.017 0.026
H -6.36791 -6.04866 0.48253 0.029 -0.013 0.006
C 4.89613 -7.59246 -0.91619 -0.008 0.013 -0.017
C 3.71115 -7.02654 -0.45992 0.114 -0.017 0.025
C 3.63477 -6.51284 0.82953 -0.112 -0.004 -0.216
C 4.74700 -6.55710 1.65951 0.079 -0.021 -0.010
C 5.93310 -7.11975 1.20280 -0.052 -0.004 -0.037
C 6.00705 -7.64130 -0.08348 0.009 0.019 0.001
H 4.95354 -7.99579 -1.92141 -0.003 -0.002 0.028
H 2.84461 -6.98615 -1.11046 0.016 -0.030 0.031
H 2.70961 -6.07829 1.18706 0.142 -0.020 0.072
H 4.68802 -6.15255 2.66229 -0.058 -0.004 -0.049
H 6.80140 -7.15249 1.85112 -0.032 -0.010 -0.018
H 6.93094 -8.08481 -0.43714 -0.023 0.014 0.006
C -3.18670 2.46523 -0.51135 -0.015 0.070 -0.021
C -2.79790 1.19721 -0.10229 -0.025 -0.094 0.088
C -1.76097 0.54111 -0.75416 0.037 0.050 -0.045
C -1.10688 1.16032 -1.81283 -0.014 0.018 0.016
C -1.49342 2.43165 -2.22032 -0.020 -0.004 0.024
C -2.53606 3.08304 -1.57218 0.059 -0.033 -0.001
H -3.99744 2.97306 -0.00185 0.031 -0.017 -0.007
H -3.30420 0.71761 0.72804 0.035 0.011 -0.015
H -1.46170 -0.45162 -0.43824 -0.020 0.031 0.003
H -0.29539 0.65166 -2.31983 -0.028 0.016 0.018
H -0.98148 2.91485 -3.04464 -0.012 -0.028 0.026
H -2.84110 4.07283 -1.89262 -0.004 -0.023 0.024
C -5.35738 5.95615 4.01517 0.018 -0.008 -0.012
C -4.97117 4.68362 4.41756 0.000 0.024 -0.028
C -3.93721 4.02954 3.75948 0.022 -0.025 0.016
C -3.28246 4.65248 2.70412 -0.013 0.013 -0.008
C -3.66648 5.92653 2.30413 -0.010 -0.022 0.005
C -4.70645 6.57699 2.95649 0.008 -0.007 0.011
H -6.16630 6.46451 4.52685 0.026 -0.017 -0.018
H -5.47733 4.20029 5.24488 0.017 0.006 -0.040
H -3.64052 3.03422 4.06908 -0.003 0.028 -0.025
H -2.47271 4.14458 2.19348 -0.029 -0.002 0.033
H -3.15437 6.41315 1.48151 -0.021 -0.020 0.021
H -5.00905 7.56855 2.64057 0.013 -0.026 0.014
C 1.19238 5.79796 3.47473 0.007 -0.018 -0.008
C 2.11673 5.06705 4.21051 -0.013 -0.016 -0.009
C 2.33153 3.72515 3.92106 -0.012 0.028 -0.025
C 1.62849 3.11611 2.88890 0.005 0.008 0.020
C 0.70705 3.84781 2.15071 -0.033 0.009 -0.021
C 0.48598 5.18751 2.44631 0.037 -0.027 -0.001
H 1.02219 6.84364 3.70298 0.000 -0.037 -0.003
H 2.66991 5.54357 5.01150 -0.029 -0.022 -0.020
H 3.04758 3.15364 4.49948 -0.023 0.016 -0.024
H 1.79912 2.07079 2.66004 -0.020 0.034 0.009
H 0.15939 3.37272 1.34404 0.011 0.003 0.032
H -0.23729 5.75615 1.87358 0.019 -0.015 0.020
C 1.84251 -6.17929 -6.07009 0.007 0.005 0.020
C 0.65806 -5.61500 -5.61329 0.013 -0.005 0.007
C 0.58322 -5.10398 -4.32351 0.028 0.002 -0.021
C 1.69639 -5.14868 -3.49337 -0.016 0.007 -0.008
C 2.88178 -5.70971 -3.95138 0.041 -0.008 -0.001
C 2.95413 -6.22890 -5.23796 -0.048 0.026 -0.004
H 1.89954 -6.58094 -7.07515 -0.006 0.011 0.033
H -0.20840 -5.57417 -6.26311 0.026 -0.012 0.029
H -0.34253 -4.66998 -3.96505 0.034 -0.014 -0.006
H 1.63983 -4.74605 -2.48884 0.009 -0.031 -0.026
H 3.75022 -5.74294 -3.30353 -0.047 -0.004 -0.002
H 3.87750 -6.67143 -5.59278 -0.024 0.019 0.013
C -1.60809 6.91406 -5.00487 0.022 -0.011 -0.006
C -1.21895 5.64510 -4.59569 -0.001 0.005 -0.013
C -0.18261 4.99061 -5.24977 0.008 0.032 -0.001
C 0.47144 5.60955 -6.30728 -0.091 0.027 -0.019
C 0.08401 6.88174 -6.71459 -0.064 -0.082 -0.016
C -0.95819 7.53164 -6.06631 0.015 -0.012 0.014
H -2.41871 7.42249 -4.49645 0.029 -0.021 -0.015
H -1.72465 5.16499 -3.76626 0.016 0.013 -0.037
H 0.11641 3.99799 -4.93481 0.006 0.038 -0.012
H 1.28319 5.10097 -6.81434 -0.026 0.011 0.020
H 0.59512 7.36590 -7.53888 -0.028 -0.015 0.024
H -1.26354 8.52041 -6.38730 0.017 -0.028 0.012
C 3.51628 7.62688 -5.85671 -0.004 -0.002 -0.007
C 4.43808 7.35567 -6.86017 0.008 0.035 0.024
C 5.73694 7.83865 -6.76100 -0.006 -0.002 0.013
C 6.11688 8.58538 -5.65286 -0.024 -0.008 -0.013
C 5.19626 8.85362 -4.64756 -0.009 0.006 -0.012
C 3.89511 8.37820 -4.75121 0.037 0.000 -0.021
H 2.50240 7.25265 -5.93617 0.134 0.054 0.062
H 4.14344 6.76723 -7.72166 0.011 0.022 0.026
H 6.45377 7.63229 -7.54700 -0.018 -0.004 0.033
H 7.13121 8.95814 -5.57288 -0.035 -0.013 -0.001
H 5.49335 9.43470 -3.78236 -0.011 -0.022 -0.033
H 3.17579 8.59195 -3.96965 0.019 -0.025 -0.023
```
Positions in Å, forces in eV/Å.

HOMO	-0.1997	hartree
net charge	-1
calculated total energy	-2702.31184	Eh
max |F|	0.0325	Eh/bohr